Arrangement i

C39H91N13O13 | ωB97M-V with the def2-TZVPD basis set

Atoms and positions in Å:
C  6.06731  6.98829  -0.91044
O  7.28241  7.03787  -0.70999
N  5.15229  7.57189  -0.10557
C  3.71907  7.48280  -0.34465
C  5.55915  8.26512  1.13699
H  5.63309  6.50406  -1.79880
H  3.29816  6.58508  0.10815
H  3.46944  7.56377  -1.40259
H  3.15787  8.26876  0.16074
H  5.18644  9.28934  1.14907
H  5.12860  7.70402  1.96639
H  6.63414  8.35583  1.29275
C  -0.65176  -1.74083  6.42452
O  -1.09175  -0.60407  6.12878
N  0.54462  -1.94245  6.95113
C  0.84554  -3.24405  7.53284
C  1.56186  -0.92700  7.10201
H  -1.17968  -2.69046  6.24647
H  1.45771  -3.25999  8.43456
H  1.34004  -3.84638  6.77075
H  -0.02852  -3.81974  7.83732
H  1.62581  -0.68737  8.16343
H  2.53871  -1.33349  6.84004
H  1.35589  -0.05010  6.48823
C  7.96394  -4.82010  -3.85858
O  8.50190  -5.77183  -3.26387
N  6.60905  -4.65377  -3.83066
C  6.02334  -3.41434  -4.28127
C  5.68943  -5.57131  -3.18489
H  8.53929  -4.00721  -4.32802
H  5.33338  -3.02675  -3.53172
H  5.32673  -3.60380  -5.09793
H  6.67017  -2.62509  -4.66442
H  4.91413  -5.83905  -3.90276
H  6.01245  -6.53839  -2.79950
H  5.29218  -5.07501  -2.29947
C  -4.44587  1.09159  -3.16042
O  -4.94880  2.16330  -2.70967
N  -3.66139  1.06687  -4.30111
C  -3.42918  -0.15669  -5.03584
C  -3.27853  2.25710  -4.98915
H  -4.51611  0.11192  -2.66291
H  -3.76419  -1.01871  -4.45894
H  -2.38670  -0.38913  -5.25333
H  -3.94789  -0.05879  -5.98949
H  -2.25834  2.26750  -5.37280
H  -3.95905  2.35261  -5.83524
H  -3.43284  3.22734  -4.51702
C  2.49953  3.35698  -7.12782
O  3.00183  3.91040  -6.15465
N  2.19466  2.03454  -7.19090
C  1.68386  1.43039  -8.42463
C  2.67757  1.00823  -6.29566
H  2.17198  3.91723  -8.01722
H  2.18977  0.57612  -8.87448
H  1.35008  2.20639  -9.11349
H  0.76296  0.89314  -8.19794
H  1.98564  0.18017  -6.14188
H  3.63798  0.72503  -6.72636
H  2.93380  1.38861  -5.30684
C  0.38842  -0.47518  -0.68073
O  1.29228  -0.94227  -1.44565
N  0.44862  0.74495  -0.14585
C  -0.65021  1.26339  0.69178
C  1.46354  1.67461  -0.48652
H  -0.46820  -1.07940  -0.34409
H  -1.33265  0.56089  1.17017
H  -1.23586  1.99573  0.13609
H  -0.27801  1.82821  1.54650
H  1.83693  2.07064  0.45786
H  2.24195  1.11062  -1.00043
H  1.10581  2.54347  -1.03896
C  1.04145  -7.97340  2.44671
O  1.21000  -8.00842  3.68346
N  0.24710  -7.03213  1.83077
C  0.40084  -6.81037  0.39349
C  -0.55970  -6.04045  2.65482
H  1.60358  -8.64201  1.77650
H  1.00344  -7.58781  -0.07614
H  0.71528  -5.81524  0.07893
H  -0.61586  -6.96511  0.03230
H  0.03654  -5.18668  2.97680
H  -1.50225  -5.65420  2.26686
H  -0.69166  -6.47614  3.64520
C  -8.07200  2.75967  3.87668
O  -8.58333  3.50202  4.73733
N  -6.86537  2.15447  3.96577
C  -6.25731  1.38159  2.86300
C  -5.99198  2.35519  5.12611
H  -8.54994  2.53465  2.91069
H  -5.91773  0.41856  3.24424
H  -5.42284  2.02656  2.58772
H  -6.90570  1.17940  2.01047
H  -6.40184  2.97939  5.92014
H  -5.77496  1.37950  5.56089
H  -5.02651  2.74052  4.79827
C  7.18126  -3.63450  2.96950
O  8.24158  -3.11728  2.59686
N  5.97575  -3.24513  2.50273
C  4.78417  -4.05806  2.73195
C  5.75870  -2.16094  1.52662
H  7.10188  -4.46792  3.68455
H  4.81151  -4.71517  3.60118
H  4.62370  -4.74785  1.90338
H  3.85354  -3.50863  2.87392
H  6.51829  -1.39014  1.39631
H  5.64033  -2.58023  0.52747
H  4.85160  -1.57384  1.67006
C  -2.56815  7.62048  0.51258
O  -2.22432  6.66605  1.28155
N  -3.86708  7.83136  0.23540
C  -4.30571  9.08989  -0.30098
C  -4.94491  7.03620  0.87386
H  -1.84423  8.38597  0.19297
H  -4.79062  9.67498  0.48044
H  -5.03251  9.11116  -1.11303
H  -3.48465  9.69142  -0.69100
H  -5.70626  6.87476  0.11071
H  -4.61346  6.00474  0.99350
H  -5.34051  7.48365  1.78566
C  -5.36133  -5.15548  -1.07185
O  -4.47035  -4.44574  -0.63742
N  -6.66876  -4.98056  -0.88572
C  -7.70807  -6.00300  -1.35398
C  -7.12005  -3.80854  -0.13519
H  -5.20739  -5.97950  -1.78563
H  -7.42741  -6.54428  -2.25750
H  -8.68533  -5.53331  -1.46562
H  -7.85689  -6.70400  -0.53267
H  -7.75731  -4.07368  0.70844
H  -6.36259  -3.13948  0.27311
H  -7.67689  -3.11216  -0.76216
C  1.09058  6.18918  6.42485
O  1.99588  6.95013  6.66432
N  0.04194  6.05383  7.22905
C  -0.96411  5.06672  6.90672
C  -0.16624  6.81642  8.44102
H  1.03710  5.54322  5.53486
H  -1.04364  4.26062  7.63610
H  -0.73467  4.45646  6.03319
H  -1.97035  5.48539  6.88992
H  -1.18662  7.19690  8.48746
H  -0.19936  6.12711  9.28473
H  0.55815  7.60622  8.63994
C  0.42207  -5.24437  -7.87057
O  0.43807  -3.98738  -8.00821
N  0.50893  -5.79215  -6.68873
C  0.56904  -7.19264  -6.39047
C  0.60041  -4.97122  -5.48925
H  0.51759  -5.97421  -8.68935
H  -0.08649  -7.42684  -5.55171
H  1.57023  -7.37136  -5.99832
H  0.35447  -7.79183  -7.27536
H  0.45815  -3.89938  -5.62719
H  -0.13656  -5.42084  -4.82382
H  1.53344  -5.05248  -4.93161

HOMO in eV: -9.028
Spin multiplicity: 1
Kohn-Sham gap in eV: 8.8
LUMO in eV: -0.2

Here are the Mulliken charges for atoms 1 to 4, given in e:
1 C 0.137
2 O -0.603
3 N 0.099
4 C -0.965

***

Arrangement ii

C39H91N13O13 | ωB97M-V with the def2-TZVPD basis set

Atoms and positions in Å:
C  -1.01672  -19.73029  -12.06264
O  -0.75137  -18.55595  -11.76082
N  -1.54014  -20.65115  -11.25427
C  -2.17231  -21.83700  -11.73483
C  -1.48764  -20.43276  -9.83595
H  -1.18613  -19.95571  -13.12197
H  -1.85380  -22.02950  -12.79285
H  -3.24891  -21.76100  -11.66080
H  -1.81222  -22.73882  -11.19566
H  -2.47210  -19.99985  -9.54624
H  -1.30914  -21.37124  -9.29677
H  -0.75899  -19.77952  -9.38574
C  -2.24578  -24.02185  -15.33128
O  -3.27400  -23.82069  -15.97752
N  -1.18214  -23.24640  -15.22431
C  -1.20494  -22.03812  -15.86550
C  0.06958  -23.76926  -14.66413
H  -2.14370  -24.93848  -14.72943
H  -1.73287  -21.22762  -15.42905
H  -1.56330  -22.15952  -16.93743
H  -0.16119  -21.66641  -16.03186
H  0.61942  -24.09383  -15.58270
H  0.56636  -22.93326  -14.22509
H  -0.17037  -24.59228  -13.88237
C  -0.88206  -17.48337  -20.09588
O  -0.68566  -18.23847  -21.06884
N  -1.74958  -16.49227  -20.09182
C  -1.95139  -15.58541  -18.94959
C  -2.67952  -16.22554  -21.15197
H  -0.34851  -17.53356  -19.08937
H  -1.17023  -15.90549  -18.25275
H  -2.89130  -15.93587  -18.47843
H  -1.90953  -14.56838  -19.31249
H  -2.86513  -17.18600  -21.71612
H  -3.62753  -15.83924  -20.79827
H  -2.25390  -15.45294  -21.80061
C  2.02058  -13.45758  -13.76663
O  1.97543  -13.35105  -12.55615
N  1.81097  -12.51431  -14.67387
C  1.76690  -12.92345  -16.06905
C  1.37284  -11.25880  -14.41050
H  2.32678  -14.37182  -14.28091
H  0.75467  -12.76938  -16.44938
H  1.89100  -14.04064  -16.15078
H  2.43693  -12.38411  -16.70544
H  1.98265  -10.54441  -14.99829
H  0.32266  -11.14878  -14.74674
H  1.48353  -11.07066  -13.33587
C  2.81307  -21.66962  -20.81803
O  3.80533  -21.80802  -20.06844
N  1.63184  -21.19224  -20.46356
C  0.42740  -21.21268  -21.33018
C  1.39545  -20.75171  -19.09046
H  2.95081  -21.81512  -21.90621
H  -0.16811  -22.17524  -21.23936
H  0.89030  -21.25170  -22.30934
H  -0.13335  -20.27690  -21.16964
H  0.72793  -21.42508  -18.54425
H  2.29417  -20.89484  -18.49341
H  0.99592  -19.71514  -18.96016
C  -0.92387  -15.62254  -9.43427
O  -2.01322  -15.30795  -9.06710
N  0.21940  -14.92108  -9.37583
C  0.27619  -13.60672  -8.75181
C  1.52531  -15.36756  -9.82519
H  -0.67104  -16.61752  -9.93600
H  -0.75491  -13.28958  -8.61641
H  0.79235  -12.80348  -9.41679
H  0.81888  -13.67247  -7.79859
H  1.36766  -16.34533  -10.28325
H  1.89839  -14.67790  -10.54401
H  2.24768  -15.42652  -9.01328
C  4.55008  -20.78468  -16.47350
O  3.87618  -20.76538  -15.41211
N  5.91000  -20.86893  -16.52346
C  6.61448  -20.97605  -15.30255
C  6.69125  -20.91210  -17.72637
H  4.16308  -20.80094  -17.54988
H  6.56993  -21.99751  -14.89685
H  6.14556  -20.34642  -14.53277
H  7.65529  -20.61573  -15.48303
H  5.97194  -20.84030  -18.55775
H  7.40069  -20.16479  -17.78853
H  7.22832  -21.90220  -17.69564
C  -4.55310  -18.58376  -17.23051
O  -4.41303  -17.37394  -17.39342
N  -4.38697  -19.54251  -18.17971
C  -4.51575  -20.94660  -17.91806
C  -3.77533  -19.09813  -19.41669
H  -5.00770  -19.02343  -16.35611
H  -3.52791  -21.42191  -17.86054
H  -5.13555  -21.40707  -18.68472
H  -5.09939  -21.05670  -17.00938
H  -2.75864  -19.52833  -19.42774
H  -4.33485  -19.58294  -20.24040
H  -3.65004  -18.02325  -19.41659
C  4.10147  -17.23146  -19.04863
O  3.09071  -16.65383  -18.58664
N  4.09680  -17.90205  -20.20472
C  5.33422  -18.50727  -20.71624
C  3.01629  -17.85440  -21.19093
H  5.06310  -17.15877  -18.58140
H  5.14924  -19.54165  -21.02475
H  6.05668  -18.47192  -19.91102
H  5.70438  -17.94630  -21.55429
H  3.45493  -17.41192  -22.04207
H  2.52148  -18.75328  -21.35356
H  2.25025  -17.21665  -20.85014
C  -3.20658  -17.70091  -13.26299
O  -3.18714  -18.55423  -14.13567
N  -3.29918  -16.37537  -13.40340
C  -3.31520  -15.48238  -12.17322
C  -3.81984  -15.82470  -14.56275
H  -3.15595  -17.92475  -12.19089
H  -2.92156  -16.10616  -11.37433
H  -4.30048  -15.06703  -11.96552
H  -2.63125  -14.66141  -12.47607
H  -4.92641  -15.93001  -14.59586
H  -3.60384  -14.75288  -14.72187
H  -3.42396  -16.36837  -15.40758
C  4.85006  -14.94234  -12.51642
O  4.65247  -15.68088  -13.44199
N  5.71333  -13.87564  -12.51608
C  5.67172  -12.85654  -11.46752
C  6.41453  -13.64649  -13.76029
H  4.34819  -15.18462  -11.57554
H  6.50905  -13.04234  -10.76437
H  4.71919  -12.77705  -10.96504
H  5.87979  -11.93020  -11.99563
H  7.38423  -13.22814  -13.52751
H  6.53532  -14.56635  -14.24147
H  5.82106  -13.06583  -14.46067
C  2.18174  -19.66263  -10.00095
O  1.50165  -20.40206  -9.33033
N  3.44886  -19.91337  -10.44657
C  4.10046  -19.07462  -11.38911
C  4.01325  -21.25222  -10.22231
H  1.82539  -18.69413  -10.42106
H  5.17678  -19.02712  -11.12476
H  3.66864  -18.11732  -11.47396
H  3.96992  -19.59177  -12.37441
H  3.86404  -21.56974  -9.19405
H  3.55096  -21.98322  -10.87417
H  5.08582  -21.13833  -10.39874
C  -0.91689  -18.54864  -16.60360
O  -0.88406  -19.54675  -17.35613
N  0.15547  -18.02091  -16.00971
C  0.08841  -16.86438  -15.15300
C  1.42590  -18.72067  -16.00343
H  -1.79576  -17.91029  -16.47885
H  0.23639  -17.32460  -14.15673
H  -0.91585  -16.45145  -15.11450
H  0.86596  -16.18955  -15.50016
H  1.21630  -19.79851  -16.32404
H  2.21895  -18.25477  -16.55167
H  1.85099  -18.84407  -15.05165

HOMO in eV: -8.759
Spin multiplicity: 1
Kohn-Sham gap in eV: 9.2
LUMO in eV: 0.4

Here are the Mulliken charges for atoms 1 to 4, given in e:
1 C 0.288
2 O -0.225
3 N 0.424
4 C -0.585

***

Most stable of them? arrangement ii.